No. 1
{"formula": "C4H8NO2", "method": "ωB97M-V/def2-TZVPD", "energy_ev": -9861.548, "total_charge": -1, "lumo_ha": 0.1428, "de_lowest_kcal_mol": 74.69, "symbols": ["C", "N", "C", "O", "C", "C", "O", "H", "H", "H", "H", "H", "H", "H", "H"], "positions_angstrom": [[0.547, 0.129, -2.004], [0.312, -0.204, -0.608], [-0.119, -1.440, -0.296], [-0.138, -2.373, -1.097], [0.733, 0.677, 0.431], [-0.614, 0.867, 1.750], [-0.870, 2.101, 1.945], [1.630, 0.027, -2.145], [0.146, -0.508, -2.784], [0.296, 1.180, -2.127], [-0.485, -1.549, 0.729], [1.563, 0.433, 1.091], [0.559, 1.732, 0.311], [-0.135, 0.230, 2.537], [-1.434, 0.250, 1.303]]}

***

No. 2
{"formula": "C4H8NO2", "method": "ωB97M-V/def2-TZVPD", "energy_ev": -9863.287, "total_charge": -1, "lumo_ha": 0.1395, "de_lowest_kcal_mol": 34.59, "symbols": ["C", "C", "C", "N", "C", "O", "O", "H", "H", "H", "H", "H", "H", "H", "H"], "positions_angstrom": [[0.982, 1.092, -1.127], [0.357, -0.021, -0.153], [-0.650, -0.819, -1.155], [-0.438, 0.384, 1.100], [-0.585, -0.549, 2.194], [-0.963, -0.019, 3.252], [-0.637, -1.834, 1.915], [1.212, 1.950, -0.481], [0.137, 1.498, -1.644], [1.845, 0.830, -1.649], [1.160, -0.597, 0.308], [-0.760, -1.860, -0.626], [-1.667, -0.277, -1.246], [-0.134, -0.877, -2.176], [0.141, 1.099, 1.489]]}

***

No. 3
{"formula": "C4H8NO2", "method": "ωB97M-V/def2-TZVPD", "energy_ev": -9862.995, "total_charge": -1, "lumo_ha": 0.1402, "de_lowest_kcal_mol": 41.33, "symbols": ["C", "C", "N", "C", "C", "O", "O", "H", "H", "H", "H", "H", "H", "H", "H"], "positions_angstrom": [[-0.971, -1.397, -0.932], [-0.613, -1.018, 0.572], [0.602, -0.174, 0.670], [0.239, 1.213, 0.536], [1.577, 1.916, 0.191], [2.009, 1.596, -0.998], [2.163, 2.431, 1.130], [-0.270, -1.302, -1.653], [-1.119, -2.525, -1.100], [-1.960, -1.110, -1.351], [-0.548, -1.877, 1.167], [-1.513, -0.385, 0.826], [1.196, -0.365, -0.188], [-0.550, 1.359, -0.272], [-0.241, 1.636, 1.402]]}

***

No. 4
{"formula": "C4H8NO2", "method": "ωB97M-V/def2-TZVPD", "energy_ev": -9859.590, "total_charge": 0, "spin_multiplicity": 2, "lumo_ha": [0.0084, -0.1425], "de_lowest_kcal_mol": 37.65, "symbols": ["C", "C", "C", "N", "H", "H", "H", "H", "H", "H", "H", "O", "C", "O", "H"], "positions_angstrom": [[-1.168, 0.378, -0.262], [-0.407, -0.899, -0.478], [0.837, -0.992, -1.028], [-1.086, -2.068, -0.059], [-1.046, 0.669, 0.806], [-2.241, 0.242, -0.533], [-0.701, 1.216, -0.802], [1.317, -1.959, -1.196], [1.393, -0.055, -1.246], [-1.634, -1.976, 0.797], [-0.509, -2.907, -0.009], [1.258, 2.112, -0.266], [1.305, 2.091, 0.995], [0.596, 1.428, 1.810], [2.086, 2.720, 1.469]]}

***

No. 5
{"formula": "C4H8NO2", "method": "ωB97M-V/def2-TZVPD", "energy_ev": -9849.762, "total_charge": 1, "lumo_ha": [-0.2651, -0.2646], "de_lowest_kcal_mol": 151.48, "symbols": ["C", "C", "C", "C", "N", "O", "O", "H", "H", "H", "H", "H", "H", "H", "H"], "positions_angstrom": [[1.553, 0.304, -0.941], [0.524, -0.688, -0.219], [-0.367, -0.143, 0.738], [-1.484, 0.586, 0.339], [2.107, 0.928, 0.245], [2.982, 0.366, 0.730], [1.224, -1.841, 0.080], [2.217, -0.441, -1.419], [1.235, 1.136, -1.512], [0.037, -0.921, -1.199], [-0.140, -0.235, 1.737], [-2.398, 0.026, 0.592], [-1.565, 0.543, -0.790], [-1.683, 1.512, 0.692], [1.347, -1.983, 1.060]]}

***

No. 6
{"formula": "C4H8NO2", "method": "ωB97M-V/def2-TZVPD", "energy_ev": -9847.536, "total_charge": 1, "spin_multiplicity": 3, "lumo_ha": [-0.1523, -0.2572], "de_lowest_kcal_mol": 98.66, "symbols": ["C", "C", "C", "C", "N", "O", "O", "H", "H", "H", "H", "H", "H", "H", "H"], "positions_angstrom": [[-0.357, 0.330, 1.272], [-1.139, 0.153, 0.108], [0.228, -0.523, 0.168], [2.327, 0.591, -0.196], [-2.424, 0.230, -0.505], [0.337, -1.850, 0.293], [1.158, 0.013, -0.716], [-0.113, 0.929, 2.116], [2.393, 0.836, 0.934], [2.722, 1.386, -0.745], [3.083, -0.306, -0.262], [-3.168, -0.452, -0.164], [-2.508, -0.184, -1.394], [-2.936, 1.217, -0.412], [0.396, -2.368, -0.497]]}

***

No. 7
{"formula": "C4H8NO2S", "method": "ωB97M-V/def2-TZVPD", "energy_ev": -20698.284, "total_charge": -1, "lumo_ha": 0.1204, "de_lowest_kcal_mol": 40.75, "symbols": ["C", "N", "C", "C", "S", "C", "O", "O", "H", "H", "H", "H", "H", "H", "H", "H"], "positions_angstrom": [[-0.614, 0.144, -2.066], [0.011, 0.718, -0.933], [0.045, -0.100, 0.299], [0.229, 0.875, 1.470], [-1.091, 0.710, 2.837], [1.018, -1.219, 0.150], [0.799, -2.305, 0.649], [2.001, -0.945, -0.510], [-1.632, -0.354, -1.749], [-0.012, -0.523, -2.736], [-1.008, 0.951, -2.667], [1.024, 0.748, -1.006], [-0.917, -0.832, 0.374], [1.134, 1.015, 1.915], [0.053, 1.827, 1.024], [-1.041, -0.711, 2.949]]}

***

No. 8
{"formula": "C4H8NO2S", "method": "ωB97M-V/def2-TZVPD", "energy_ev": -20698.139, "total_charge": -1, "lumo_ha": 0.1411, "de_lowest_kcal_mol": 44.10, "symbols": ["C", "C", "C", "C", "N", "O", "O", "S", "H", "H", "H", "H", "H", "H", "H", "H"], "positions_angstrom": [[0.649, -0.678, -0.417], [-0.631, 0.134, 1.573], [-1.455, 0.549, -0.699], [-0.714, -0.457, 0.139], [0.799, -1.439, -1.380], [2.058, 1.544, -0.452], [3.197, -0.680, -0.568], [2.231, 0.201, 0.186], [0.014, 1.022, 1.442], [-1.569, 0.288, 1.899], [-0.046, -0.528, 2.151], [-1.144, 1.641, -0.471], [-1.476, 0.414, -1.750], [-2.484, 0.631, -0.338], [-1.248, -1.417, 0.356], [1.819, -1.226, -1.672]]}